#w
The following is a DFT calculation (ωB97M-V/def2-TZVPD) of a cluster of 2 separate species, C10H15NO2 in total.

Its gap between HOMO and LUMO is 9.173 eV. Its total charge is 0. The calculation puts the HOMO energy at -8.51 eV. For the LUMO energy, the calculation gives 0.67 eV.

```
28
C10H15NO2 | the Open Molecules 2025 dataset | ωB97M-V/def2-TZVPD
C 2.078 -1.139 2.195
C 0.902 -0.267 1.837
C 0.856 1.122 2.027
C -0.271 1.878 1.678
C -1.363 1.203 1.145
O -2.558 1.801 0.870
C -1.359 -0.203 1.010
C -0.221 -0.935 1.319
H 2.189 -1.401 3.242
H 2.981 -0.555 2.004
H 2.154 -2.139 1.734
H 1.798 1.564 2.390
H -0.168 2.938 1.616
H -2.609 2.752 0.988
H -2.267 -0.551 0.473
H -0.200 -2.008 1.253
C -1.520 -0.852 -2.652
C -0.362 0.124 -2.421
C 0.922 -0.582 -2.219
N 1.036 -1.406 -1.115
O 1.978 -0.290 -2.767
H -1.473 -1.796 -2.081
H -1.423 -1.186 -3.673
H -2.574 -0.556 -2.585
H -0.222 0.717 -3.383
H -0.603 0.801 -1.609
H 1.884 -1.948 -1.048
H 0.220 -1.616 -0.567
```

Atomic partial charges in e from the Löwdin method, atoms 1 to 6: C -0.065; C -0.280; C -0.030; C -0.016; C -0.332; O 0.041

***

#x
The following is a DFT calculation (ωB97M-V/def2-TZVPD) of a cluster of 2 separate species, C10H15NO2 in total.

Its gap between HOMO and LUMO is 9.124 eV. Its total charge is 0. The calculation puts the HOMO energy at -8.33 eV. For the LUMO energy, the calculation gives 0.79 eV.

```
28
C10H15NO2 | the Open Molecules 2025 dataset | ωB97M-V/def2-TZVPD
C -4.078 -1.987 -1.053
C -2.964 -1.304 -0.268
C -2.900 0.073 -0.187
C -1.945 0.745 0.575
C -1.080 -0.026 1.313
O -0.106 0.529 2.128
C -1.107 -1.422 1.230
C -2.031 -2.076 0.437
H -4.793 -2.400 -0.365
H -3.647 -2.737 -1.718
H -4.467 -1.261 -1.770
H -3.626 0.596 -0.780
H -1.815 1.809 0.536
H 0.701 0.005 1.981
H -0.350 -1.963 1.771
H -1.953 -3.133 0.213
C 4.312 1.155 0.585
C 2.977 1.796 0.181
C 2.209 0.746 -0.611
N 2.032 1.044 -1.942
O 1.893 -0.331 -0.155
H 4.979 1.883 1.049
H 4.884 0.919 -0.322
H 4.130 0.293 1.204
H 2.391 2.037 1.059
H 3.098 2.702 -0.405
H 1.490 0.345 -2.424
H 1.766 1.963 -2.260
```

Atomic partial charges in e from the Löwdin method, atoms 1 to 6: C -0.051; C -0.289; C -0.055; C -0.012; C -0.327; O 0.010

***

Stability check: which of them is most stable? #x.

***

#w
The following is a DFT calculation (ωB97M-V/def2-TZVPD) of a cluster of 2 separate species, C4H14N in total.

Its gap between HOMO and LUMO is 10.666 eV. Its total charge is +1. The calculation puts the HOMO energy at -14.56 eV. For the LUMO energy, the calculation gives -3.89 eV.

```
19
C4H14N | the Open Molecules 2025 dataset | ωB97M-V/def2-TZVPD
C -0.923 1.963 0.972
C -0.775 1.037 2.102
H -2.107 1.818 0.559
H -0.815 2.982 1.469
H -0.118 1.915 0.195
H -1.172 -0.010 2.054
H 0.220 1.133 2.195
H -1.069 1.421 3.153
C 0.433 -0.620 -0.970
C 1.549 -0.740 -1.920
N -0.128 -1.929 -0.503
H 0.619 -0.046 -0.032
H -0.456 0.100 -1.106
H 1.719 0.168 -2.490
H 1.493 -1.557 -2.741
H 0.527 -2.488 0.055
H -1.064 -1.614 -0.044
H -0.518 -2.441 -1.283
H 2.585 -1.092 -1.665
```

Atomic partial charges in e from the Löwdin method, atoms 1 to 6: C -0.213; C -0.235; H 0.141; H 0.097; H 0.054; H 0.072

***

#x
The following is a DFT calculation (ωB97M-V/def2-TZVPD) of a cluster of 2 separate species, C4H14N in total.

Its gap between HOMO and LUMO is 10.822 eV. Its total charge is +1. The calculation puts the HOMO energy at -14.65 eV. For the LUMO energy, the calculation gives -3.83 eV.

```
19
C4H14N | the Open Molecules 2025 dataset | ωB97M-V/def2-TZVPD
C -3.383 -1.818 -0.419
C -1.947 -1.479 -0.079
H -3.610 -2.716 0.156
H -4.068 -1.015 -0.157
H -3.510 -2.005 -1.483
H -1.603 -0.534 -0.527
H -1.231 -2.199 -0.493
H -1.778 -1.436 0.995
C 2.440 1.846 1.195
C 1.407 0.940 0.548
N 1.832 0.756 -0.964
H 2.155 1.964 2.231
H 2.357 2.806 0.681
H 3.446 1.475 1.042
H 0.397 1.281 0.357
H 1.402 -0.038 1.016
H 2.279 -0.104 -1.274
H 0.981 0.762 -1.523
H 2.432 1.514 -1.300
```

Atomic partial charges in e from the Löwdin method, atoms 1 to 6: C -0.158; C -0.201; H 0.073; H 0.068; H 0.068; H 0.039

***

Stability check: which of them is most stable? #x.

***

#w
The following is a DFT calculation (ωB97M-V/def2-TZVPD) of the molecule C3H5NSSi.

Its gap between HOMO and LUMO is 9.887 eV. Its total charge is 0. The calculation puts the HOMO energy at -9.22 eV. For the LUMO energy, the calculation gives 0.67 eV.

```
11
C3H5NSSi | the Open Molecules 2025 dataset | ωB97M-V/def2-TZVPD
Si 2.171 -0.137 -0.514
C 0.313 0.070 -0.026
N -0.607 -0.394 -0.796
C -1.881 -0.241 -0.290
C -1.855 0.323 0.967
S -0.281 0.557 1.543
H 2.511 1.236 0.034
H 1.882 -0.633 -1.923
H 3.057 -1.076 0.320
H -2.702 -0.468 -0.866
H -2.608 0.762 1.552
```

Atomic partial charges in e from the Löwdin method, atoms 1 to 6: Si 0.650; C -0.823; N -0.061; C -0.206; C -0.429; S 0.953

***

#x
The following is a DFT calculation (ωB97M-V/def2-TZVPD) of the molecule C3H5NSSi.

Its gap between HOMO and LUMO is 10.110 eV. Its total charge is 0. The calculation puts the HOMO energy at -9.32 eV. For the LUMO energy, the calculation gives 0.79 eV.

```
11
C3H5NSSi | the Open Molecules 2025 dataset | ωB97M-V/def2-TZVPD
Si 0.385 1.843 -0.401
C 0.050 0.074 0.129
C -1.208 -0.307 0.206
S -1.330 -2.030 0.280
C 0.460 -2.130 0.462
N 1.106 -1.041 0.396
H 0.599 1.813 -1.744
H 1.733 1.891 0.109
H -0.544 2.813 0.188
H -1.994 0.264 -0.018
H 0.743 -3.192 0.394
```

Atomic partial charges in e from the Löwdin method, atoms 1 to 6: Si 0.685; C -0.487; C -0.490; S 0.927; C -0.480; N 0.015

***

Stability check: which of them is most stable? #w.

***

#w
The following is a DFT calculation (ωB97M-V/def2-TZVPD) of the molecule C17H30N4O2.

Its gap between HOMO and LUMO is 9.286 eV. Its total charge is 0. The calculation puts the HOMO energy at -8.62 eV. For the LUMO energy, the calculation gives 0.66 eV.

```
53
C17H30N4O2 | the Open Molecules 2025 dataset | ωB97M-V/def2-TZVPD
C -2.006 -1.866 -0.159
O -0.608 -1.671 -0.234
C -0.163 -0.405 0.272
C 0.403 0.375 -0.911
N -0.598 0.551 -1.950
C -1.625 1.434 -1.696
O -1.556 2.246 -0.781
N -2.701 1.342 -2.540
C -3.882 2.142 -2.276
C -2.684 0.527 -3.742
C -3.150 -0.874 -3.505
C -2.435 -2.030 -3.627
N -3.265 -3.031 -3.179
C -4.431 -2.444 -2.811
N -4.400 -1.143 -2.990
C -5.559 -3.245 -2.252
C -5.401 -4.730 -2.571
C -3.973 -5.181 -2.270
C -2.985 -4.460 -3.175
C 0.812 -0.618 1.445
C 0.080 -1.399 2.540
C 1.235 0.742 2.006
C 2.042 -1.412 1.001
H -2.206 -2.863 -0.552
H -2.363 -1.815 0.875
H -2.556 -1.134 -0.760
H -1.027 0.154 0.648
H 0.756 1.355 -0.599
H 1.236 -0.178 -1.347
H -0.810 -0.277 -2.478
H -3.716 2.690 -1.354
H -4.056 2.854 -3.088
H -4.757 1.497 -2.180
H -3.348 1.015 -4.460
H -1.688 0.524 -4.188
H -1.436 -2.233 -3.977
H -5.582 -3.103 -1.166
H -6.495 -2.844 -2.640
H -6.115 -5.315 -1.991
H -5.622 -4.910 -3.628
H -3.735 -4.970 -1.223
H -3.860 -6.256 -2.418
H -3.060 -4.845 -4.196
H -1.959 -4.609 -2.835
H -0.226 -2.381 2.180
H 0.736 -1.539 3.403
H -0.807 -0.858 2.878
H 1.859 1.298 1.306
H 0.365 1.357 2.245
H 1.813 0.598 2.921
H 2.651 -0.851 0.290
H 2.671 -1.635 1.867
H 1.747 -2.355 0.539
```

Atomic partial charges in e from the Löwdin method, atoms 1 to 6: C -0.083; O -0.160; C -0.306; C -0.115; N 0.088; C -0.532

***

#x
The following is a DFT calculation (ωB97M-V/def2-TZVPD) of the molecule C17H30N4O2.

Its gap between HOMO and LUMO is 9.229 eV. Its total charge is 0. The calculation puts the HOMO energy at -8.59 eV. For the LUMO energy, the calculation gives 0.64 eV.

```
53
C17H30N4O2 | the Open Molecules 2025 dataset | ωB97M-V/def2-TZVPD
C -0.337 1.464 2.943
O -0.665 0.219 3.518
C 0.429 -0.701 3.575
C 0.087 -1.873 2.660
N -0.114 -1.443 1.290
C 0.971 -1.114 0.520
O 2.111 -1.293 0.937
N 0.697 -0.597 -0.722
C 1.811 -0.165 -1.548
C -0.680 -0.319 -1.126
C -0.792 0.238 -2.504
C -1.036 1.528 -2.873
N -1.031 1.531 -4.247
C -0.802 0.251 -4.645
N -0.652 -0.555 -3.621
C -0.720 -0.112 -6.091
C -1.371 0.959 -6.966
C -0.890 2.345 -6.543
C -1.338 2.654 -5.122
C 0.715 -1.085 5.038
C 1.054 0.195 5.808
C 1.919 -2.028 5.093
C -0.504 -1.748 5.681
H -1.247 2.064 2.936
H 0.428 1.989 3.525
H 0.028 1.351 1.916
H 1.327 -0.221 3.171
H 0.880 -2.618 2.682
H -0.840 -2.337 2.997
H -1.045 -1.224 0.996
H 2.720 -0.482 -1.048
H 1.756 -0.619 -2.537
H 1.828 0.922 -1.663
H -1.262 -1.246 -1.101
H -1.143 0.392 -0.431
H -1.201 2.424 -2.299
H 0.333 -0.221 -6.367
H -1.184 -1.088 -6.232
H -1.137 0.778 -8.015
H -2.460 0.908 -6.866
H 0.201 2.387 -6.601
H -1.281 3.116 -7.208
H -2.415 2.840 -5.099
H -0.836 3.542 -4.736
H 0.217 0.893 5.794
H 1.284 -0.042 6.849
H 1.927 0.690 5.376
H 1.694 -3.007 4.669
H 2.771 -1.613 4.550
H 2.221 -2.180 6.132
H -0.727 -2.715 5.226
H -0.316 -1.922 6.743
H -1.385 -1.111 5.589
```

Atomic partial charges in e from the Löwdin method, atoms 1 to 6: C -0.096; O -0.162; C -0.313; C -0.114; N 0.086; C -0.535

***

Stability check: which of them is most stable? #w.

***

#w
The following is a DFT calculation (ωB97M-V/def2-TZVPD) of a structure of composition H14NaO7.

Its gap between HOMO and LUMO is 10.422 eV. Its total charge is +1. The calculation puts the HOMO energy at -13.73 eV. For the LUMO energy, the calculation gives -3.30 eV.

```
22
H14NaO7 | the Open Molecules 2025 dataset | ωB97M-V/def2-TZVPD
Na 0.241 -0.295 -0.210
O -1.418 -0.548 1.610
H -1.651 -1.474 1.540
H -1.383 -0.380 2.552
O 1.428 1.290 1.458
H 1.691 0.768 2.217
H 2.056 2.013 1.435
O -1.843 2.130 1.450
H -1.924 1.221 1.162
H -0.920 2.343 1.313
O -0.905 -2.108 -1.458
H -0.263 -2.789 -1.657
H -1.588 -2.221 -2.119
O 1.796 0.348 -1.998
H 2.640 0.488 -1.569
H 1.738 1.050 -2.647
O 1.498 -2.135 0.771
H 1.897 -2.090 1.640
H 1.350 -3.069 0.623
O -1.314 1.494 -1.901
H -0.879 2.277 -2.238
H -2.249 1.689 -1.976
```

Atomic partial charges in e from the Löwdin method, atoms 1 to 6: Na 0.430; O -0.029; H 0.073; H 0.080; O -0.012; H 0.059

***

#x
The following is a DFT calculation (ωB97M-V/def2-TZVPD) of a structure of composition H14NaO7.

Its gap between HOMO and LUMO is 10.572 eV. Its total charge is +1. The calculation puts the HOMO energy at -14.13 eV. For the LUMO energy, the calculation gives -3.56 eV.

```
22
H14NaO7 | the Open Molecules 2025 dataset | ωB97M-V/def2-TZVPD
Na 0.035 -0.166 0.225
O 1.371 2.805 1.212
H 1.680 1.917 1.393
H 1.984 3.144 0.560
O 2.293 -0.060 1.020
H 3.046 -0.087 0.430
H 2.564 -0.578 1.778
O -1.552 -0.926 -1.696
H -2.413 -0.992 -2.108
H -0.933 -1.120 -2.400
O 0.955 0.907 -1.785
H 1.217 0.228 -2.406
H 0.240 1.370 -2.224
O -2.390 -1.050 1.118
H -2.167 -1.298 0.220
H -3.121 -1.622 1.350
O -1.745 1.834 0.743
H -1.719 2.760 0.983
H -2.609 1.711 0.351
O 0.717 -2.836 0.329
H 1.479 -2.768 -0.246
H 1.068 -3.171 1.153
```

Atomic partial charges in e from the Löwdin method, atoms 1 to 6: Na 0.487; O -0.038; H -0.013; H 0.041; O -0.024; H 0.079

***

Stability check: which of them is most stable? #w.

***

#w
The following is a DFT calculation (ωB97M-V/def2-TZVPD) of the molecule C5H3F.

Its gap between HOMO and LUMO is 9.903 eV. Its total charge is 0. The calculation puts the HOMO energy at -9.26 eV. For the LUMO energy, the calculation gives 0.65 eV.

```
9
C5H3F | the Open Molecules 2025 dataset | ωB97M-V/def2-TZVPD
F 5.243 -0.027 0.054
C 3.863 0.131 -0.044
C 2.615 0.144 -0.097
C 1.252 0.314 -0.075
C 0.219 1.078 0.048
C -0.219 -0.376 -0.019
H -0.043 2.051 0.380
H -0.320 -0.880 0.980
H -0.758 -0.751 -0.948
```

Atomic partial charges in e from the Löwdin method, atoms 1 to 6: F 0.031; C 0.014; C 0.005; C -0.228; C -0.033; C -0.058

***

#x
The following is a DFT calculation (ωB97M-V/def2-TZVPD) of the molecule C5H3F.

Its gap between HOMO and LUMO is 10.058 eV. Its total charge is 0. The calculation puts the HOMO energy at -9.46 eV. For the LUMO energy, the calculation gives 0.60 eV.

```
9
C5H3F | the Open Molecules 2025 dataset | ωB97M-V/def2-TZVPD
C 0.716 -2.381 -1.969
C 0.250 -1.418 -1.315
C 0.025 -0.442 -0.482
C -0.165 0.420 0.308
C -0.402 1.480 1.348
F -1.072 2.520 0.809
H 1.077 -3.119 -2.594
H -1.020 1.061 2.217
H 0.591 1.879 1.678
```

Atomic partial charges in e from the Löwdin method, atoms 1 to 6: C 0.176; C -0.146; C -0.109; C 0.064; C -0.226; F -0.033

***

#y
The following is a DFT calculation (ωB97M-V/def2-TZVPD) of the molecule C5H3F.

Its gap between HOMO and LUMO is 9.164 eV. Its total charge is 0. The calculation puts the HOMO energy at -8.38 eV. For the LUMO energy, the calculation gives 0.78 eV.

```
9
C5H3F | the Open Molecules 2025 dataset | ωB97M-V/def2-TZVPD
F -3.602 -0.158 -0.110
C -2.338 -0.249 -0.216
C -1.168 -0.498 -0.268
C 0.161 -0.167 -0.022
C 0.866 0.990 0.098
C 1.472 -0.375 0.182
H 0.810 1.984 -0.034
H 1.656 -1.033 1.003
H 2.143 -0.493 -0.633
```

Atomic partial charges in e from the Löwdin method, atoms 1 to 6: F 0.147; C -0.100; C 0.044; C -0.278; C 0.118; C -0.164

***

Stability check: which of them is most stable? #x.